[1]
Entry from OMol25: an isolated molecule of C5H4O (ωB97M-V with the def2-TZVPD basis set).

Summary:
F_max = 3.93 eV Å⁻¹
Frontier orbital gap = 9.087 eV
E_HOMO = -9.51 eV
E_LUMO = -0.43 eV
Energy above the lowest of the compared OMol25 structures with the same formula, charge and spin = 638.5 kJ/mol

Geometry (Å):
C1 -1.15 -1.10 -0.02
C2 1.03 -1.01 0.07
C3 -0.23 0.79 0.12
C4 -0.05 -0.41 -0.73
C5 -0.11 -0.50 0.86
O1 -1.40 1.52 0.22
H1 1.21 -2.14 -0.07
H2 1.80 -0.38 -0.03
H3 0.60 1.34 0.30
H4 -1.69 1.88 -0.72

=====

[2]
Entry from OMol25: a structure of composition C2H7BN2 (ωB97M-V with the def2-TZVPD basis set).

Summary:
F_max = 5.16 eV Å⁻¹
Frontier orbital gap = 9.009 eV
E_HOMO = -8.30 eV
E_LUMO = 0.71 eV
Energy above the lowest of the compared OMol25 structures with the same formula, charge and spin = 127.4 kJ/mol

Geometry (Å):
B1 1.52 0.23 0.24
C1 -0.66 0.59 -0.58
C2 -0.82 -0.72 0.24
N1 0.67 1.18 -0.32
N2 0.44 -1.42 0.43
H1 2.45 0.34 0.83
H2 -0.75 0.43 -1.73
H3 -1.54 1.18 -0.25
H4 -1.19 -0.29 1.11
H5 -1.59 -1.33 -0.27
H6 0.98 1.82 -1.03
H7 0.50 -2.01 1.33

=====

[3]
Entry from OMol25: an isolated molecule of C16H19N3O2S (ωB97M-V with the def2-TZVPD basis set).

Summary:
Structure (SMILES) = CCOc1ccc(N[C@@H](C)C(=O)N/N=C/c2cccs2)cc1
F_max = 1.23 eV Å⁻¹
Frontier orbital gap = 7.311 eV
E_HOMO = -7.24 eV
E_LUMO = 0.07 eV
Energy above the lowest of the compared OMol25 structures with the same formula, charge and spin = 278.5 kJ/mol

Geometry (Å):
C1 1.96 4.99 -1.68
C2 1.55 5.01 -0.21
O1 2.32 4.14 0.59
C3 2.10 2.79 0.52
C4 1.06 2.16 -0.16
C5 0.94 0.78 -0.14
C6 1.84 -0.01 0.56
N1 1.72 -1.39 0.66
C7 1.02 -2.19 -0.32
C8 1.84 -2.41 -1.60
C9 0.76 -3.53 0.36
O2 1.62 -4.34 0.64
N2 -0.54 -3.78 0.69
N3 -1.53 -2.92 0.44
C10 -2.72 -3.17 0.82
C11 -3.77 -2.23 0.55
C12 -5.10 -2.33 0.88
C13 -5.85 -1.21 0.47
C14 -5.09 -0.28 -0.16
S1 -3.44 -0.74 -0.27
C15 2.88 0.63 1.24
C16 3.01 2.00 1.22
H1 1.37 5.71 -2.24
H2 1.81 4.00 -2.11
H3 3.01 5.24 -1.77
H4 0.48 4.79 -0.10
H5 1.73 6.00 0.21
H6 0.33 2.73 -0.71
H7 0.11 0.34 -0.67
H8 2.55 -1.84 1.03
H9 0.07 -1.72 -0.54
H10 2.74 -2.98 -1.37
H11 1.25 -2.96 -2.33
H12 2.13 -1.45 -2.01
H13 -0.74 -4.66 1.18
H14 -3.00 -4.08 1.35
H15 -5.52 -3.18 1.39
H16 -6.90 -1.11 0.64
H17 -5.40 0.66 -0.56
H18 3.60 0.03 1.79
H19 3.81 2.49 1.75

=====

[4]
Entry from OMol25: a cluster of 8 separate species, C17H44N8O15 in total (ωB97M-V with the def2-TZVPD basis set).

Summary:
Structure (SMILES) = C[N+](=O)[O-].C[N+](=O)[O-].C[N+](=O)[O-].C[N+](=O)[O-].C[N+](=O)[O-].C[N+](=O)[O-].C[N+](=O)[O-].CCCCCCCCOCCN
F_max = 0.34 eV Å⁻¹
Frontier orbital gap = 9.154 eV
E_HOMO = -9.34 eV
E_LUMO = -0.19 eV
Energy above the lowest of the compared OMol25 structures with the same formula, charge and spin = 0.0 kJ/mol

Geometry (Å):
C1 -0.37 -2.68 5.94
N1 -1.47 -2.98 6.90
O1 -2.11 -3.99 6.73
O2 -1.65 -2.17 7.79
H1 -0.32 -3.47 5.20
H2 -0.59 -1.72 5.48
H3 0.55 -2.61 6.52
C2 4.24 -1.76 5.27
N2 3.36 -2.95 5.25
O3 2.36 -2.89 4.55
O4 3.66 -3.90 5.92
H4 3.81 -1.02 4.61
H5 4.30 -1.40 6.29
H6 5.23 -2.07 4.93
C3 -3.04 2.85 -5.85
N3 -2.69 3.62 -4.63
O5 -1.74 4.37 -4.68
O6 -3.39 3.45 -3.65
H7 -2.33 3.09 -6.63
H8 -2.99 1.80 -5.59
H9 -4.06 3.12 -6.12
C4 -1.65 -0.87 -9.09
N4 -1.93 0.38 -8.34
O7 -2.72 1.18 -8.82
O8 -1.34 0.54 -7.29
H10 -2.25 -0.86 -9.99
H11 -0.59 -0.88 -9.30
H12 -1.92 -1.70 -8.44
C5 3.81 -6.33 3.89
N5 4.66 -6.46 2.68
O9 4.64 -5.55 1.87
O10 5.32 -7.47 2.58
H13 3.27 -5.39 3.83
H14 3.13 -7.18 3.90
H15 4.46 -6.37 4.76
C6 3.66 2.90 5.81
N6 4.26 1.59 6.18
O11 3.63 0.86 6.91
O12 5.35 1.32 5.70
H16 2.70 2.98 6.31
H17 4.36 3.67 6.14
H18 3.57 2.92 4.73
C7 -0.81 3.95 -10.68
N7 -0.32 2.56 -10.84
O13 0.52 2.15 -10.07
O14 -0.81 1.91 -11.74
H19 -0.29 4.40 -9.84
H20 -0.61 4.48 -11.61
H21 -1.88 3.89 -10.50
C8 -4.12 1.73 1.63
C9 -3.38 0.58 0.95
C10 -3.44 0.58 -0.59
C11 -2.09 0.48 -1.30
C12 -1.29 1.78 -1.41
C13 -0.84 2.49 -0.13
C14 0.37 1.81 0.56
C15 0.30 1.74 2.10
O15 1.00 0.65 2.66
C16 0.35 -0.60 2.61
C17 0.89 -1.56 1.54
N8 0.61 -2.93 2.00
H22 -3.99 2.66 1.07
H23 -5.19 1.54 1.71
H24 -3.74 1.91 2.64
H25 -2.33 0.61 1.25
H26 -3.78 -0.37 1.32
H27 -4.05 -0.28 -0.92
H28 -3.97 1.47 -0.95
H29 -2.28 0.15 -2.33
H30 -1.48 -0.31 -0.84
H31 -1.84 2.48 -2.04
H32 -0.37 1.55 -1.97
H33 -1.66 2.60 0.58
H34 -0.56 3.51 -0.41
H35 1.27 2.36 0.29
H36 0.51 0.80 0.17
H37 0.76 2.63 2.53
H38 -0.75 1.73 2.44
H39 0.51 -1.11 3.56
H40 -0.73 -0.47 2.48
H41 0.42 -1.41 0.57
H42 1.96 -1.35 1.43
H43 1.36 -3.22 2.61
H44 0.59 -3.57 1.21

=====

[5]
Entry from OMol25: a cluster of 7 separate species, C27H67FN3O6 in total (ωB97M-V with the def2-TZVPD basis set).

Summary:
F_max = 1.90 eV Å⁻¹
Frontier orbital gap = 5.751 eV
E_HOMO = -10.91 eV
Charge = +1
E_LUMO = -5.16 eV
Energy above the lowest of the compared OMol25 structures with the same formula, charge and spin = 0.0 kJ/mol

Geometry (Å):
N1 -2.25 1.26 1.05
C1 -1.75 0.55 0.06
N2 -1.59 1.01 -1.21
C2 -0.88 -0.14 -1.90
C3 -1.48 -1.31 -1.15
N3 -1.38 -0.79 0.23
F1 -0.12 -0.89 0.79
H1 -1.96 2.21 1.19
H2 -3.02 0.86 1.59
H3 -2.55 1.02 -1.57
H4 0.15 0.01 -1.60
H5 -1.01 -0.13 -2.98
H6 -1.07 -2.29 -1.34
H7 -2.55 -1.29 -1.32
C4 -0.91 2.50 -7.30
C5 -1.76 1.88 -6.20
O1 -1.03 1.61 -5.00
C6 -0.43 2.73 -4.37
C7 -1.41 3.80 -3.94
H8 -0.07 1.85 -7.54
H9 -1.52 2.63 -8.19
H10 -0.52 3.47 -7.01
H11 -2.13 0.91 -6.53
H12 -2.63 2.50 -5.98
H13 0.35 3.15 -5.02
H14 0.08 2.33 -3.49
H15 -1.94 4.24 -4.79
H16 -0.89 4.60 -3.43
H17 -2.16 3.39 -3.27
C8 5.78 4.21 -6.34
C9 4.37 4.49 -5.83
O2 3.41 3.54 -6.26
C10 3.64 2.20 -5.86
C11 3.67 2.00 -4.35
H18 5.79 4.17 -7.43
H19 6.45 5.00 -6.02
H20 6.17 3.27 -5.96
H21 4.03 5.44 -6.23
H22 4.37 4.58 -4.74
H23 4.55 1.81 -6.33
H24 2.81 1.63 -6.28
H25 4.49 2.55 -3.88
H26 3.79 0.95 -4.11
H27 2.74 2.36 -3.92
C12 7.20 -0.99 -8.00
C13 5.86 -1.29 -7.34
O3 4.76 -0.65 -7.96
C14 4.53 -0.98 -9.32
C15 4.26 -2.45 -9.57
H28 7.39 0.08 -8.02
H29 8.00 -1.48 -7.44
H30 7.24 -1.36 -9.02
H31 5.87 -0.91 -6.32
H32 5.69 -2.37 -7.28
H33 5.36 -0.63 -9.94
H34 3.65 -0.40 -9.61
H35 5.12 -3.08 -9.30
H36 4.05 -2.62 -10.62
H37 3.41 -2.79 -8.98
C16 -0.44 -0.01 4.07
C17 0.04 -1.45 3.99
O4 1.11 -1.75 4.86
C18 0.87 -1.56 6.24
C19 -0.27 -2.40 6.79
H38 0.38 0.67 3.85
H39 -1.24 0.15 3.34
H40 -0.83 0.24 5.05
H41 0.42 -1.66 2.99
H42 -0.79 -2.14 4.16
H43 0.70 -0.50 6.46
H44 1.80 -1.83 6.74
H45 -1.23 -2.15 6.33
H46 -0.37 -2.24 7.87
H47 -0.08 -3.46 6.61
C20 -7.57 0.33 3.44
C21 -6.10 0.23 3.83
O5 -5.28 1.25 3.27
C22 -5.63 2.59 3.61
C23 -5.58 2.87 5.10
H48 -7.68 0.30 2.36
H49 -8.12 -0.50 3.87
H50 -8.03 1.25 3.80
H51 -5.69 -0.71 3.47
H52 -6.00 0.22 4.92
H53 -6.61 2.84 3.20
H54 -4.89 3.21 3.10
H55 -6.30 2.28 5.66
H56 -5.81 3.92 5.29
H57 -4.59 2.66 5.51
C24 -0.31 -6.37 10.49
C25 -0.99 -5.27 9.68
O6 -2.18 -4.78 10.25
C26 -2.07 -4.19 11.53
C27 -1.13 -3.00 11.59
H58 -1.00 -7.20 10.64
H59 0.57 -6.73 9.97
H60 0.00 -6.01 11.47
H61 -1.27 -5.67 8.71
H62 -0.29 -4.45 9.49
H63 -1.77 -4.95 12.27
H64 -3.08 -3.88 11.79
H65 -0.10 -3.27 11.34
H66 -1.13 -2.57 12.59
H67 -1.45 -2.23 10.89

=====

[6]
Entry from OMol25: a cluster of 2 separate species, C3H7FO in total (ωB97M-V with the def2-TZVPD basis set).

Summary:
Structure (SMILES) = C=C(C)F.O
F_max = 5.36 eV Å⁻¹
Frontier orbital gap = 10.211 eV
E_HOMO = -9.44 eV
E_LUMO = 0.77 eV
Energy above the lowest of the compared OMol25 structures with the same formula, charge and spin = 93.5 kJ/mol

Geometry (Å):
C1 0.32 -1.25 -0.29
C2 0.13 -0.60 0.82
C3 -1.28 -0.28 1.30
F1 1.17 -0.02 1.51
H1 -0.68 -1.42 -0.83
H2 1.33 -1.30 -0.76
H3 -1.20 -0.35 2.43
H4 -1.89 -0.95 0.89
H5 -1.59 0.72 0.88
O1 1.09 1.45 -1.97
H6 1.86 1.78 -1.48
H7 0.74 2.22 -2.52